Entry 1:
DFT (ωB97M-V/def2-TZVPD) results for the molecule C4H6O2.

Calculated values
Kohn-Sham gap: 10.64 eV
Energy above the lowest of the compared OMol25 structures with the same formula, charge and spin: 2.240 eV
HOMO: -0.3555 hartree
LUMO energy: 0.0355 hartree
Structure (SMILES): C[C@H]1OCC1=O
Molecular weight: 86.090 g/mol

The geometry in ORCA input format:
```
! wB97M-V def2-TZVPD RIJCOSX def2/J DEFGRID3
* xyz 0 1
C 0.33 1.26 0.43
C -0.57 0.00 0.70
O -1.41 -0.36 -0.40
C -0.32 -0.99 -1.08
C 0.49 -0.95 0.24
O 1.55 -1.32 0.66
H 0.74 1.59 1.39
H 1.22 1.08 -0.20
H -0.27 2.01 -0.08
H -1.15 -0.01 1.64
H 0.00 -0.36 -1.92
H -0.51 -2.01 -1.41
*
```

Entry 2:
DFT (ωB97M-V/def2-TZVPD) results for a structure of composition C49H43FMgN10O4.

Calculated values
Kohn-Sham gap: 6.90 eV
Energy above the lowest of the compared OMol25 structures with the same formula, charge and spin: 0.618 eV
HOMO: -0.2665 hartree
LUMO energy: -0.0130 hartree
Molecular weight: 879.252 g/mol

The geometry in ORCA input format:
```
! wB97M-V def2-TZVPD RIJCOSX def2/J DEFGRID3
* xyz 0 1
Mg -1.03 0.53 -0.13
N 1.47 7.81 6.51
C 1.21 7.04 5.70
C 0.90 6.05 4.71
C 1.82 5.04 4.45
C 1.52 4.06 3.52
C 0.30 4.08 2.84
C -0.61 5.10 3.10
C -0.31 6.09 4.03
C -0.06 2.97 1.91
C -0.70 1.88 2.51
C -0.98 1.76 3.90
C -1.55 0.52 4.08
C -1.60 -0.07 2.80
N -1.10 0.72 1.86
C 0.36 3.10 0.59
C 1.19 4.14 0.08
C 1.52 3.79 -1.20
C 0.87 2.56 -1.44
N 0.16 2.15 -0.40
H 2.76 5.01 4.98
H 2.22 3.26 3.32
H -1.55 5.12 2.57
H -1.03 6.87 4.23
H -0.80 2.50 4.66
H -1.86 0.07 5.01
H -2.00 -1.04 2.56
H 1.51 5.02 0.63
H 2.14 4.33 -1.90
H 0.92 1.96 -2.34
C 6.11 -3.74 0.22
C 5.74 -2.96 -1.04
C 6.94 -2.28 -1.69
C 7.56 -1.25 -0.76
C 6.50 -0.38 -0.12
C 6.86 0.83 0.45
C 5.89 1.66 1.00
F 6.27 2.84 1.51
C 4.56 1.30 1.03
C 4.19 0.08 0.47
C 2.76 -0.33 0.50
O 1.99 0.14 1.33
C 2.43 -1.36 -0.47
C 3.43 -2.15 -0.94
N 4.74 -1.94 -0.71
C 5.15 -0.76 -0.11
C 1.03 -1.65 -0.96
O 0.85 -2.74 -1.52
O 0.13 -0.75 -0.85
H 6.86 -4.49 -0.01
H 5.23 -4.24 0.62
H 6.50 -3.07 0.99
H 5.28 -3.64 -1.75
H 6.60 -1.78 -2.60
H 7.67 -3.03 -1.98
H 8.26 -0.62 -1.31
H 8.14 -1.75 0.02
H 7.89 1.16 0.45
H 3.81 1.95 1.46
H 3.17 -3.00 -1.56
O -1.85 0.53 -2.04
C -2.83 0.95 -2.97
C -2.62 2.36 -3.50
C -2.32 3.36 -2.36
C -3.25 3.21 -1.18
C -4.46 3.90 -1.17
C -5.31 3.75 -0.09
C -4.93 2.92 0.95
C -3.70 2.27 0.86
N -2.87 2.41 -0.17
H -1.02 0.26 -2.47
H -3.79 0.91 -2.44
H -2.90 0.24 -3.80
H -3.52 2.66 -4.03
H -1.79 2.37 -4.21
H -2.38 4.37 -2.74
H -1.31 3.19 -2.00
H -4.71 4.53 -2.00
H -6.25 4.28 -0.05
H -5.57 2.77 1.81
H -3.37 1.62 1.66
C -1.32 -2.96 0.88
C -2.55 -2.33 0.33
N -2.74 -1.05 0.06
C -4.05 -0.93 -0.34
C -4.65 -2.15 -0.33
N -3.69 -3.04 0.09
C -3.89 -4.44 0.33
N -4.30 -5.14 -0.86
N -5.55 -5.65 -0.94
N -5.66 -6.34 -2.01
C -4.45 -6.32 -2.67
C -4.04 -6.95 -3.85
C -2.73 -6.75 -4.24
C -1.85 -5.94 -3.49
C -2.24 -5.31 -2.33
C -3.56 -5.54 -1.93
H -0.61 -2.18 1.13
H -0.83 -3.59 0.14
H -1.55 -3.54 1.78
H -4.48 0.02 -0.59
H -5.65 -2.46 -0.59
H -4.67 -4.60 1.07
H -2.95 -4.87 0.68
H -4.72 -7.56 -4.42
H -2.37 -7.22 -5.14
H -0.84 -5.82 -3.85
H -1.56 -4.67 -1.79
*
```

Entry 3:
DFT (ωB97M-V/def2-TZVPD) results for a structure of composition C27H22BrN6Rh.

Calculated values
Kohn-Sham gap (spin up / spin down): 5.31 / 5.33 eV
Energy above the lowest of the compared OMol25 structures with the same formula, charge and spin: 0.530 eV
HOMO (spin up / spin down): -0.5044 / -0.5044 hartree
LUMO energy (spin up / spin down): -0.3093 / -0.3084 hartree
Molecular weight: 613.325 g/mol

The geometry in ORCA input format:
```
! wB97M-V def2-TZVPD RIJCOSX def2/J DEFGRID3
* xyz 2 1
Rh -0.62 0.70 -0.31
C -4.39 2.70 0.71
C -3.46 1.68 0.46
N -2.19 1.93 0.22
C -1.75 3.22 0.25
C -2.62 4.30 0.45
C -3.98 4.00 0.70
C -2.09 5.61 0.35
C -0.77 5.81 0.04
C 0.10 4.72 -0.13
C -0.36 3.43 0.03
N 0.36 2.24 -0.05
C 1.76 2.13 -0.06
C 2.68 3.05 0.38
C 4.05 2.76 0.29
C 4.49 1.57 -0.23
C 3.56 0.58 -0.63
C 3.93 -0.69 -1.13
C 2.96 -1.60 -1.44
C 1.61 -1.25 -1.24
N 1.23 -0.08 -0.78
C 2.20 0.85 -0.50
H -5.42 2.44 0.90
H -3.77 0.64 0.43
H -4.68 4.81 0.86
H -2.76 6.46 0.49
H -0.39 6.81 -0.09
H 1.12 4.92 -0.43
H 2.37 3.97 0.85
H 4.77 3.49 0.64
H 5.55 1.37 -0.32
H 4.98 -0.94 -1.26
H 3.19 -2.58 -1.83
H 0.83 -1.98 -1.43
C -2.97 -4.26 -0.91
N -2.70 -2.84 -1.15
C -3.40 -2.01 -1.98
C -2.83 -0.78 -1.87
N -1.78 -0.87 -0.99
C -1.72 -2.13 -0.57
H -3.72 -4.59 -1.63
H -3.35 -4.41 0.10
H -2.06 -4.84 -1.06
H -4.23 -2.36 -2.57
H -3.08 0.13 -2.38
H -1.01 -2.51 0.16
Br 1.67 -7.16 1.11
C 1.71 -5.32 1.44
C 2.85 -4.70 1.93
C 2.80 -3.33 2.15
C 1.63 -2.65 1.88
N 0.53 -3.24 1.40
C 0.58 -4.55 1.19
H 3.74 -5.27 2.14
H 3.66 -2.80 2.55
H 1.56 -1.58 2.05
H -0.32 -5.03 0.82
*
```